(1)
{"formula": "C3H5N5O", "method": "wB97M-V/def2-TZVPD", "species": ["H", "N", "O", "N", "H", "C", "N", "C", "N", "C", "H", "H", "N", "H"], "coordinates": [[-3.74987, 0.47025, -0.43684], [-0.57591, -1.44261, 0.23539], [2.64444, -0.09275, -0.31432], [0.71744, 1.91745, 0.14172], [1.32290, 2.13982, 0.92709], [0.71196, -1.66048, 0.05948], [-2.91469, -0.14066, -0.31127], [-1.87634, 0.57562, -0.02951], [-0.72938, -0.09967, 0.30187], [1.46118, -0.35952, -0.08686], [1.10724, -2.68399, -0.02230], [-1.72534, 1.70303, -0.03428], [0.47144, 0.57391, 0.07439], [1.32648, 2.12017, -0.67250]], "forces_ev_per_angstrom": [[0.90, -0.48, -0.03], [1.77, 0.82, -0.20], [-1.24, -0.26, 0.38], [0.14, 0.92, -0.87], [-0.18, -0.33, 0.37], [-0.60, 0.68, -0.20], [0.29, 2.10, 0.50], [-2.37, -0.37, -0.76], [0.44, 0.75, 0.34], [0.81, -0.93, -0.20], [-0.22, 0.79, 0.13], [-0.36, -1.49, 0.12], [1.33, -2.14, 0.03], [-0.71, -0.06, 0.39]], "spin_multiplicity": 1, "total_energy_ha": -466.2398, "de_lowest_kcal_mol": 52.2, "e_homo_ev": -8.94, "smiles": "[H]/N=C/n1ncc(=O)n1N"}



(2)
{"formula": "C4H11NO", "method": "wB97M-V/def2-TZVPD", "species": ["H", "H", "H", "H", "H", "N", "C", "H", "C", "H", "C", "H", "C", "H", "H", "O", "H"], "coordinates": [[1.13066, 2.18226, -0.09763], [2.40449, 0.60650, -0.18971], [1.99673, 0.36452, -1.86776], [-0.75325, -1.84134, -0.06764], [-1.02701, -1.02788, 2.28665], [0.81780, -0.73600, -0.48358], [-0.53626, -0.79206, 0.12464], [-2.32176, -0.48441, -1.11821], [1.55647, 0.42262, -0.86174], [-0.75250, 0.60408, 1.68985], [-1.58713, 0.09456, -0.55398], [0.63100, -0.50751, 1.97079], [-0.39452, -0.41951, 1.63919], [1.32157, -1.58589, -0.46116], [-1.12882, 0.74949, -1.29518], [0.79554, 1.62799, -0.82475], [-2.15302, 0.74258, 0.11023]], "forces_ev_per_angstrom": [[-0.29, -0.48, -0.53], [0.26, -0.26, 0.11], [-0.31, -0.32, 0.01], [-0.50, -0.05, 0.57], [-0.09, 0.00, 0.01], [-1.51, 0.65, -0.88], [1.66, 0.35, 0.51], [0.00, -0.22, 0.17], [0.86, 1.07, 0.42], [0.28, 0.24, 0.51], [-0.21, -0.10, -1.14], [0.17, 0.01, 0.05], [-0.95, -0.34, -0.80], [0.41, -0.55, -0.02], [-0.04, -0.12, 0.21], [0.13, 0.22, 0.46], [0.11, -0.10, 0.33]], "spin_multiplicity": 1, "total_energy_ha": -288.9494, "de_lowest_kcal_mol": 42.4, "e_homo_ev": -8.04, "smiles": "CC(C)NCO"}



(3)
{"formula": "C11H15N", "method": "wB97M-V/def2-TZVPD", "species": ["C", "C", "H", "C", "H", "H", "H", "C", "N", "H", "C", "C", "H", "H", "H", "H", "H", "C", "H", "C", "C", "H", "H", "C", "H", "H", "C"], "coordinates": [[1.12270, -0.11329, -2.57153], [-0.64083, 1.20676, -1.60451], [0.33241, -3.20497, 2.04240], [0.59062, -2.64561, 1.12822], [1.28166, 0.74668, 3.06965], [0.29561, 1.65289, -3.39038], [1.12211, 2.90040, 1.07274], [-0.86585, 0.33718, -0.50371], [-1.80447, 0.16236, 0.48875], [0.97536, 3.14549, 2.84657], [-1.30993, -0.96974, 1.24109], [0.64797, 1.15004, 2.23408], [0.87152, 0.70362, 1.17638], [1.68146, -2.32614, 1.27162], [-0.44246, 2.96732, 1.93208], [-2.23441, 1.05120, 0.85861], [-1.30766, 2.09020, -1.83484], [0.28102, 0.97424, -2.58480], [-0.34253, 0.91429, 2.54314], [0.02831, -0.83061, -0.55142], [1.01299, -1.02545, -1.52736], [1.69488, -0.25745, -3.43435], [0.61972, -3.44634, 0.34144], [-0.15706, -1.51970, 0.69721], [1.72607, -1.85432, -1.43199], [-1.84684, -1.14641, 2.09047], [0.65744, 2.59069, 1.94693]], "forces_ev_per_angstrom": [[-0.89, -0.65, 1.04], [-2.82, 1.61, 0.93], [-0.38, 0.74, -0.19], [3.13, -2.69, 0.40], [0.01, 0.58, -1.15], [0.14, 0.69, -0.86], [1.07, 0.60, -1.41], [2.01, -1.78, -3.22], [1.37, 0.60, 0.15], [0.53, 0.18, -0.59], [1.30, 1.44, -2.24], [1.08, -1.95, -1.64], [-0.34, -0.10, 2.50], [-1.23, -0.49, -0.19], [1.59, -0.53, -0.57], [0.51, -1.91, -0.09], [0.63, -0.96, 0.79], [-0.04, -0.35, 0.64], [-0.66, -0.71, 0.03], [-0.01, 1.77, 1.15], [0.29, 0.18, -0.06], [1.29, -0.44, -0.83], [0.06, 0.68, 0.44], [-4.28, 1.74, -0.35], [-0.49, 0.21, -0.10], [-0.98, -0.91, 2.21], [-2.89, 2.44, 3.20]], "spin_multiplicity": 1, "total_energy_ha": -482.8400, "de_lowest_kcal_mol": 47.2, "e_homo_ev": -7.94, "smiles": "Cc1c[nH]c2ccccc12.CC"}



(4)
{"formula": "C3H5N2O2S2", "method": "wB97M-V/def2-TZVPD", "species": ["C", "C", "H", "N", "H", "C", "S", "H", "N", "H", "O", "O", "S", "H"], "coordinates": [[0.38616, 1.23693, 0.26593], [0.83205, -0.40888, 0.04419], [0.38068, 1.27535, 1.33313], [2.11892, -0.59311, -0.06332], [2.63696, -1.39395, -0.25782], [-1.52350, -0.78297, 0.03504], [-1.46777, 1.01204, -0.05632], [-0.04762, -2.23577, -0.41296], [-0.18265, -1.25384, -0.13814], [1.09947, 1.72734, -0.45625], [-1.85507, 1.25425, -1.43363], [-2.20603, 1.64041, 1.02014], [-2.75052, -1.79078, 0.08380], [2.57891, 0.31297, 0.03622]], "forces_ev_per_angstrom": [[-0.29, -5.04, -1.66], [-1.55, 2.41, -0.56], [0.65, 1.13, 0.71], [-1.28, 2.63, 0.61], [0.78, -1.71, -0.35], [0.69, -1.44, 0.01], [-1.76, 2.41, -0.76], [-0.12, 0.45, 0.31], [1.08, 0.22, 0.20], [-1.35, 0.31, 1.10], [1.07, -0.21, 1.40], [1.37, -1.07, -1.05], [0.00, 0.78, 0.09], [0.70, -0.88, -0.06]], "spin_multiplicity": 1, "total_charge": 1, "total_energy_ha": -1173.3413, "de_lowest_kcal_mol": 29.3, "e_homo_ev": -13.98, "smiles": "[NH2+]=C1CS(=O)(=O)C(=S)N1"}



(5)
{"formula": "C17H15F3N4O3S2", "method": "wB97M-V/def2-TZVPD", "species": ["C", "H", "C", "C", "C", "H", "F", "O", "C", "H", "C", "C", "C", "C", "H", "F", "N", "C", "H", "C", "F", "N", "H", "H", "H", "S", "O", "H", "H", "H", "H", "N", "C", "H", "O", "C", "C", "H", "H", "S", "N", "C", "C", "C"], "coordinates": [[4.94390, 0.92172, -3.46302], [2.11868, -1.55422, 1.63370], [2.56644, 0.60671, -2.73326], [-5.71607, 3.03421, 1.49300], [-0.21533, -2.01990, -0.63948], [-4.87677, 5.05653, 1.63102], [4.50047, 1.97096, -4.16571], [-0.10586, 0.86986, -3.11369], [0.17429, -2.42966, 1.93030], [1.95106, -3.19272, 0.93730], [-3.83184, 1.71347, 1.74987], [1.45101, -2.22797, 1.09318], [1.61919, 0.04748, -1.88272], [4.30325, -0.46347, -1.47703], [-0.30399, -3.38610, 1.70785], [5.37311, 0.01553, -4.36609], [1.08483, -1.60326, -0.16409], [-4.75814, 3.99083, 1.63833], [3.70671, -1.70490, 0.12073], [3.90800, 0.34691, -2.54432], [6.04093, 1.33195, -2.80544], [0.29863, 0.59323, -2.00445], [-0.39035, -1.67916, -1.65885], [-0.22058, -3.11763, -0.65907], [5.35387, -0.63621, -1.30212], [0.48019, 0.13355, 3.38828], [-3.49304, -0.61013, 1.74447], [-1.66684, -0.52540, -0.03369], [-1.40068, 1.66644, 2.34498], [-2.18058, -2.18827, 0.30396], [-6.75794, 3.25426, 1.34675], [-0.77225, -1.38505, 1.62893], [-5.18990, 1.73331, 1.55547], [0.42333, -2.39413, 2.99152], [-0.31441, 0.81283, -0.97516], [-0.70030, -0.21726, 2.28941], [1.98097, -0.87693, -0.87259], [-5.76790, 0.83188, 1.46440], [2.23115, 1.27846, -3.50995], [-3.19632, 3.32612, 1.85294], [-1.67268, 0.73527, 2.05333], [-1.32702, -1.50468, 0.29867], [3.36772, -1.05700, -0.66899], [-3.01894, 0.50256, 1.84134]], "forces_ev_per_angstrom": [[0.11, -0.05, -0.15], [-0.05, -0.10, -0.02], [0.11, -0.07, 0.07], [0.02, 0.24, 0.00], [-0.20, 0.04, -0.02], [-0.06, 0.21, -0.01], [-0.26, 0.14, -0.03], [-0.17, 0.03, -0.23], [0.32, -0.16, 0.15], [0.02, -0.01, 0.04], [-0.43, 0.70, -0.06], [0.10, -0.05, 0.19], [1.15, -0.37, 0.05], [-0.16, 0.22, -0.25], [0.00, 0.04, -0.02], [-0.03, -0.17, -0.03], [-0.14, 0.02, 0.27], [0.31, -0.07, 0.07], [-0.02, -0.13, 0.08], [0.01, 0.07, 0.03], [0.07, -0.01, 0.25], [-0.47, 0.25, 0.00], [0.00, -0.08, 0.06], [-0.04, 0.07, -0.09], [0.10, -0.04, 0.05], [0.37, 0.30, 0.40], [-0.07, 0.16, 0.02], [0.01, -0.30, 0.06], [0.07, -0.28, 0.04], [0.07, 0.04, -0.04], [-0.16, 0.07, -0.03], [-0.15, 0.39, 0.18], [0.53, -0.22, 0.09], [-0.03, -0.09, -0.16], [-0.06, 0.13, 0.08], [0.23, -0.40, 0.22], [0.08, 0.23, -0.39], [-0.05, -0.19, -0.01], [0.00, 0.02, 0.00], [-0.52, -0.28, -0.13], [-0.08, 0.21, -0.38], [-0.42, -0.01, -0.43], [-0.11, 0.01, 0.01], [0.00, -0.50, 0.04]], "spin_multiplicity": 1, "total_energy_ha": -2197.4779, "de_lowest_kcal_mol": 0.0, "e_homo_ev": -8.50, "smiles": "O=C(NC(=S)N1CCN(c2ccc(C(F)(F)F)cc2[N+](=O)[O-])CC1)c1cccs1"}



(6)
{"formula": "C5H11NO", "method": "wB97M-V/def2-TZVPD", "species": ["H", "H", "H", "C", "H", "H", "C", "N", "H", "C", "C", "H", "H", "O", "H", "H", "C", "H"], "coordinates": [[1.68204, 0.80393, -0.84344], [-1.20621, 1.19927, 1.58069], [-1.56309, 0.00638, -2.90335], [0.26407, -0.05352, 2.47051], [0.75862, -1.02324, 2.54528], [-1.08015, 1.16920, -0.78642], [-0.52436, -0.46582, 0.24447], [-0.97221, 0.16114, -0.83574], [-0.83197, -1.36510, -2.18033], [-0.75791, -0.28203, -2.22457], [-0.11679, -1.80346, 0.19851], [0.23718, 0.45230, 3.43518], [0.02122, -2.40918, -0.69061], [2.14944, 1.64117, -0.76503], [1.69066, 2.08065, -0.01795], [0.19935, -0.01739, -2.65457], [-0.55813, 0.34872, 1.50345], [0.04390, -2.36301, 1.10677]], "forces_ev_per_angstrom": [[0.26, -0.09, -0.06], [-0.05, 0.39, -0.14], [0.06, 0.46, 0.41], [-1.07, -0.08, 1.62], [0.25, 0.47, -0.63], [-0.34, -0.06, 0.46], [-1.12, 1.48, 0.21], [1.27, 0.56, -1.25], [0.16, -0.06, -0.35], [-0.99, -1.55, 0.14], [0.22, -0.94, 0.13], [0.27, 0.24, -0.30], [-0.14, 0.46, -0.07], [-0.80, 0.28, 0.68], [0.60, -0.19, -0.57], [0.26, 0.40, 0.26], [1.13, -2.01, -0.69], [0.04, 0.24, 0.16]], "spin_multiplicity": 2, "total_charge": 1, "total_energy_ha": -326.7609, "de_lowest_kcal_mol": 39.7, "s2": 0.763, "e_homo_ev": [-14.95, -15.05]}